(1)
C28H15Br2Cl3CoN3O4S | wB97M-V/def2-TZVPD

Geometry as XYZ:
```
57
Properties=species:S:1:pos:R:3:mulliken_charge:R:1
Co -0.94 -0.67 0.05 0.055
Cl -0.16 -0.22 -7.05 -0.294
C -0.19 -0.65 -5.34 0.081
C -0.17 -2.00 -4.98 -0.502
C -0.21 -2.35 -3.65 -1.023
C -0.30 -1.37 -2.63 -0.034
O -0.38 -1.74 -1.41 -0.060
C -0.27 -0.01 -3.02 0.429
C -0.24 1.08 -2.08 0.150
N -0.41 1.03 -0.80 0.690
C -0.34 2.30 -0.12 0.157
C -0.83 3.42 -0.73 0.100
C -0.76 4.69 -0.13 -1.250
C -0.22 4.84 1.11 -0.712
C 0.24 3.70 1.81 1.450
C 0.70 3.77 3.14 -0.799
C 1.13 2.64 3.77 -0.922
C 1.15 1.44 3.03 -0.170
N 0.72 1.34 1.81 -0.018
C 0.22 2.43 1.19 -0.442
C -0.23 0.33 -4.39 -0.947
H -0.14 -2.77 -5.74 0.387
H -0.20 -3.39 -3.35 0.411
H 0.02 2.04 -2.51 0.712
H -1.35 3.33 -1.67 0.610
H -1.19 5.54 -0.64 0.252
H -0.18 5.81 1.59 0.316
H 0.68 4.73 3.65 0.359
H 1.44 2.66 4.81 0.358
H 1.53 0.53 3.49 0.363
H -0.23 1.37 -4.68 0.404
Br 3.78 -2.04 1.63 -0.231
C 2.09 -2.89 1.85 -0.207
C 2.03 -4.10 2.54 -0.391
C 0.82 -4.71 2.75 -0.037
Br 0.79 -6.36 3.72 -0.316
C -0.39 -4.14 2.27 0.493
C -1.68 -4.66 2.48 -0.614
C -2.76 -4.03 1.93 -1.116
C -2.56 -2.86 1.16 -0.254
N -1.37 -2.34 0.99 0.720
C -0.29 -2.95 1.53 0.510
C 0.96 -2.24 1.32 0.250
O 0.96 -1.15 0.69 -0.638
H 2.94 -4.55 2.91 0.406
H -1.82 -5.55 3.08 0.316
H -3.76 -4.40 2.07 0.389
H -3.40 -2.37 0.68 0.466
Cl -3.20 1.64 3.80 -0.261
C -3.66 1.47 2.13 -0.729
Cl -3.50 4.20 1.44 -0.836
C -2.90 0.71 1.34 0.802
O -3.45 0.39 0.08 -0.510
O -1.72 0.20 1.56 -0.717
H -4.70 1.63 1.91 0.470
S -3.40 -1.07 -2.00 -0.405
C -2.70 -0.40 -0.67 0.328
```

Values from the calculation:
Total energy = -9850.93103 Ha
Net charge = -2
Orbital gap = 4.78 eV
Spin multiplicity = 1

(2)
C29H42N4O6S3Si2Tc | wB97M-V/def2-TZVPD

Geometry as XYZ:
```
87
Properties=species:S:1:pos:R:3:lowdin_spin:R:1
Tc 0.13 0.38 -1.84 0.894
N -0.77 -1.54 -1.99 0.016
N -0.25 -1.36 -4.63 0.005
C 0.70 -0.45 -4.73 0.014
O 1.44 -0.11 -5.66 0.000
O 0.89 0.28 -3.52 0.081
H -0.40 -2.38 -1.56 0.000
H -0.69 -1.63 -3.03 0.005
H -0.32 -1.82 -5.53 0.002
C -3.62 0.01 -0.30 -0.001
Si -2.52 -1.02 -1.52 0.001
C -3.62 -1.50 -2.98 -0.001
C -2.62 -2.56 -0.31 0.000
N -1.65 0.69 -2.05 -0.047
C -2.01 2.00 -2.33 0.006
C -3.29 2.38 -2.73 -0.007
C -3.57 3.71 -3.02 0.002
C -2.55 4.66 -2.91 -0.005
C -1.28 4.30 -2.51 -0.001
C -0.96 2.96 -2.22 0.001
N 0.25 2.47 -1.82 0.004
Si 1.79 3.21 -2.03 0.001
C 2.03 4.78 -0.98 0.000
C 2.06 3.63 -3.84 0.002
C 3.07 1.98 -1.44 0.000
H -4.59 -0.51 -0.21 0.000
H -3.81 1.05 -0.57 0.000
H -3.18 -0.01 0.70 0.000
H -4.47 -2.09 -2.62 0.000
H -3.05 -2.09 -3.70 0.000
H -4.01 -0.63 -3.51 0.000
H -3.61 -2.68 0.13 0.000
H -1.91 -2.43 0.52 0.000
H -2.35 -3.50 -0.81 0.000
H -4.05 1.62 -2.83 0.000
H -4.56 4.01 -3.34 0.000
H -2.76 5.70 -3.14 0.000
H -0.50 5.05 -2.44 0.000
H 1.25 5.53 -1.14 0.000
H 3.00 5.24 -1.22 0.000
H 2.03 4.52 0.08 0.000
H 1.24 4.24 -4.23 0.000
H 2.08 2.70 -4.42 0.000
H 3.00 4.18 -4.00 0.000
H 2.74 1.47 -0.53 0.000
H 4.02 2.46 -1.21 0.000
H 3.25 1.21 -2.20 0.000
O 5.84 -2.88 0.66 0.000
S 5.22 -2.19 1.78 0.000
O 5.86 -0.97 2.22 0.000
O 4.76 -3.06 2.84 0.000
S 3.38 -1.31 0.97 0.001
C -0.93 1.70 6.53 0.000
C -0.64 1.16 5.16 0.003
C -0.90 1.93 4.03 0.000
C -0.62 1.47 2.74 0.003
C -0.94 2.37 1.59 0.000
C -0.05 0.19 2.62 0.000
C 0.28 -0.35 1.30 0.012
O 0.11 0.32 0.28 0.006
C 0.20 -0.62 3.75 0.002
C 0.76 -2.01 3.65 0.000
C -0.09 -0.11 5.00 -0.001
H -1.56 2.59 6.49 0.000
H 0.00 1.96 7.04 0.000
H -1.43 0.95 7.15 0.000
H -1.34 2.91 4.14 0.000
H -1.42 3.28 1.96 0.000
H -1.60 1.89 0.86 0.000
H -0.05 2.65 1.02 0.000
H 0.64 -1.37 1.22 0.001
H 1.66 -2.07 3.04 0.000
H 0.03 -2.70 3.22 0.000
H 1.01 -2.38 4.65 0.000
H 0.11 -0.71 5.88 0.000
S 2.60 -2.59 -0.43 0.000
C 2.05 -3.99 0.52 0.000
C 2.98 -4.93 0.97 0.000
C 2.55 -6.03 1.69 0.000
C 1.19 -6.21 1.95 0.000
C 0.27 -5.29 1.49 0.000
C 0.70 -4.18 0.78 0.000
H 4.03 -4.77 0.77 0.000
H 3.27 -6.74 2.06 0.000
H 0.86 -7.08 2.52 0.000
H -0.79 -5.43 1.67 0.000
H -0.03 -3.47 0.40 0.000
```

Values from the calculation:
Total energy = -3655.30690 Ha
Net charge = -2
<S²> = 0.77
Orbital gap (alpha / beta) = 5.95 / 5.85 eV
Spin multiplicity = 2

(3)
C4H12NS | wB97M-V/def2-TZVPD

Geometry as XYZ:
```
18
Properties=species:S:1:pos:R:3:mulliken_charge:R:1
C -0.13 -1.79 0.05 -0.901
S 1.54 -1.12 0.16 -0.014
C 2.09 -1.58 -1.52 -0.773
H -0.08 -2.89 -0.16 0.322
H -0.70 -1.32 -0.75 0.277
H -0.68 -1.62 0.99 0.343
H 3.12 -1.20 -1.62 0.315
H 2.09 -2.66 -1.63 0.292
H 1.46 -1.12 -2.27 0.267
C -2.45 2.28 -0.45 -0.637
C -0.75 1.36 1.13 0.353
N -1.69 2.19 0.81 -0.067
H -2.20 3.21 -0.95 0.311
H -3.52 2.26 -0.18 0.306
H -2.18 1.40 -1.07 0.248
H -0.42 0.58 0.42 -0.275
H -0.31 1.46 2.13 0.344
H -1.94 2.85 1.52 0.288
```

Values from the calculation:
Total energy = -612.25637 Ha
Net charge = +1
Orbital gap = 6.92 eV
Spin multiplicity = 1

Number 1: M 814.6 g/mol. Number 2: M 793.1 g/mol. Number 3: M 106.2 g/mol.